1.
C53H34BCl4F6N10PTl | ωB97M-V with the def2-TZVPD basis set

F_max = 4.063 eV/A
frontier orbital gap (spin up / spin down) = 0.1813 / 0.1721 Eh
net charge = -2
2S+1 = 2
total energy = -5566.44071 hartree
highest occupied orbital energy (spin up / spin down) = -1.5 / -1.6 eV

Last column: Löwdin charge in e.
Geometry (Å):
Tl -0.013 0.943 1.205  1.082
Cl 9.272 -3.456 -2.502  0.586
C 7.612 -3.256 -1.987  -0.684
C 6.623 -4.070 -2.518  -0.143
C 5.275 -3.791 -2.345  -0.023
C 4.907 -2.614 -1.566  -0.131
C 6.003 -1.857 -1.039  -0.042
C 7.305 -2.120 -1.232  -0.136
C 3.568 -2.133 -1.441  -0.067
C 2.948 -1.212 -0.557  -0.121
C 2.985 0.077 -0.077  -0.015
C 1.494 0.328 -0.266  -0.225
C 1.392 -1.220 -0.587  -0.298
C 0.054 -2.591 1.118  -0.158
C 0.127 -3.925 1.741  -0.192
C -0.242 -4.186 3.015  -0.003
C -0.008 -5.484 3.541  -0.078
C 0.541 -6.506 2.740  -0.686
Cl 0.869 -8.033 3.497  0.614
C 0.943 -6.225 1.435  -0.098
C 0.803 -4.891 1.013  -0.009
C -1.347 -1.977 1.332  -0.224
N -1.598 -0.660 1.229  -0.024
C -2.880 -0.403 1.082  -0.352
C -3.405 0.725 0.306  -0.048
C -4.186 1.855 0.822  -0.179
C -4.012 3.169 0.364  -0.030
C -4.799 4.223 0.873  -0.123
C -5.681 3.957 1.914  -0.644
Cl -6.487 5.312 2.674  0.577
C -5.777 2.540 2.465  -0.062
C -5.074 1.521 1.870  -0.042
C -2.752 0.840 -1.000  -0.260
C -3.131 1.572 -2.171  -0.067
C -2.511 0.980 -3.175  -0.024
C -1.475 0.010 -2.639  -0.219
N -1.764 -0.043 -1.305  0.123
C -0.620 -0.736 -3.438  -0.067
C 0.535 -1.577 -3.131  -0.136
C 1.252 -2.311 -4.145  -0.010
C 2.412 -2.917 -3.604  -0.007
C 2.462 -2.368 -2.336  -0.198
N 1.290 -1.726 -2.011  0.111
C -0.675 -0.420 -4.929  -0.243
C -1.494 -1.233 -5.663  -0.032
C -1.578 -1.062 -7.070  -0.090
C -0.834 -0.068 -7.729  -0.721
Cl -0.907 0.026 -9.424  0.659
C -0.145 0.851 -6.918  -0.113
C -0.035 0.645 -5.574  -0.033
C -3.518 -1.638 1.010  -0.071
C -2.585 -2.645 1.199  -0.044
N 1.038 -2.263 0.383  0.202
H 6.847 -5.000 -3.021  0.095
H 4.556 -4.523 -2.743  0.106
H 5.675 -1.086 -0.360  0.108
H 8.062 -1.429 -0.862  0.106
H 3.701 0.834 0.242  0.086
H 1.171 0.768 -1.275  0.092
H -0.676 -3.458 3.645  0.108
H -0.361 -5.774 4.496  0.080
H 1.441 -7.010 0.854  0.100
H 1.226 -4.675 0.018  0.120
H -3.193 3.354 -0.342  0.095
H -4.821 5.266 0.596  0.084
H -6.385 2.388 3.334  0.079
H -5.177 0.522 2.247  0.111
H -4.012 2.182 -2.233  0.102
H -2.671 1.143 -4.247  0.102
H 0.923 -2.383 -5.260  0.132
H 3.162 -3.420 -4.137  0.074
H -2.080 -2.024 -5.255  0.117
H -2.122 -1.719 -7.679  0.072
H 0.310 1.706 -7.501  0.117
H 0.500 1.358 -4.956  0.122
H -4.528 -1.873 0.764  0.087
H -2.781 -3.729 1.395  0.111
C -2.694 2.369 4.664  -0.054
C -2.266 1.426 3.731  -0.188
N -1.615 1.970 2.756  0.021
N -1.616 3.318 2.965  0.006
C -2.261 3.558 4.131  -0.085
B -0.677 4.248 2.151  -0.497
N -0.847 4.183 0.634  -0.009
C -0.853 5.203 -0.232  -0.101
C -0.645 4.723 -1.489  -0.055
C -0.337 3.349 -1.325  -0.125
N -0.487 3.050 -0.061  0.022
N 0.827 3.828 2.451  -0.017
C 1.808 4.602 2.872  -0.112
C 2.915 3.829 3.091  -0.068
C 2.533 2.530 2.762  -0.140
N 1.271 2.555 2.419  -0.019
H -3.429 2.285 5.556  0.130
H -2.434 0.333 3.716  0.125
H -2.308 4.551 4.479  0.102
H -0.709 5.393 2.627  0.122
H -1.022 6.143 0.197  0.104
H -0.642 5.297 -2.396  0.083
H -0.147 2.608 -2.051  0.092
H 1.704 5.689 3.077  0.128
H 3.859 4.040 3.463  0.067
H 3.139 1.642 2.897  0.119
F 0.803 -0.315 3.320  -0.243
P 0.842 -0.286 5.006  0.273
F 1.273 -1.889 4.954  -0.190
F -0.744 -0.776 4.973  -0.184
F 2.446 0.097 4.914  -0.190
F 0.880 -0.229 6.599  -0.146
F 0.494 1.305 4.980  -0.157

2.
C53H35Cl2N4O4W | ωB97M-V with the def2-TZVPD basis set

F_max = 0.980 eV/A
frontier orbital gap (spin up / spin down) = 0.1842 / 0.2050 Eh
net charge = +1
2S+1 = 3
total energy = -3547.86544 hartree
relative energy (zero: lowest compared OMol25 entry of this formula, charge and spin) = 109.6 kcal/mol
highest occupied orbital energy (spin up / spin down) = -9.3 / -10.0 eV

Last column: Löwdin charge in e.
Geometry (Å):
W 0.235 0.408 -0.199  1.781
C 3.599 6.588 2.853  -0.067
C 2.449 6.014 3.379  -0.058
C 1.959 4.828 2.859  -0.012
C 2.639 4.195 1.816  -0.164
C 3.789 4.779 1.286  -0.032
C 4.265 5.974 1.803  -0.064
C 2.139 2.924 1.260  -0.047
C 2.879 1.824 1.063  -0.196
C 4.305 1.638 1.247  0.035
C 4.643 0.539 0.556  0.040
C 3.415 -0.014 0.004  -0.180
N 2.357 0.711 0.357  0.022
C 3.384 -1.198 -0.793  -0.073
C 2.238 -1.920 -0.889  -0.235
C 2.123 -3.263 -1.432  0.019
C 0.923 -3.733 -1.060  0.044
C 0.261 -2.690 -0.288  -0.195
C -0.921 -2.876 0.432  -0.066
C -1.683 -4.150 0.348  -0.206
C -1.151 -5.354 0.802  -0.038
C -1.895 -6.522 0.724  -0.067
C -3.179 -6.497 0.196  -0.075
C -3.718 -5.300 -0.252  -0.066
C -2.974 -4.131 -0.176  -0.026
C -1.347 -1.890 1.318  -0.189
N -0.848 -0.640 1.331  -0.027
C -1.488 0.065 2.322  -0.228
C -1.280 1.401 2.453  -0.073
C -1.934 2.207 3.503  -0.190
C -2.700 3.330 3.193  -0.025
C -3.321 4.046 4.203  -0.066
C -3.179 3.658 5.528  -0.076
C -2.412 2.547 5.845  -0.071
C -1.790 1.825 4.837  -0.037
C -0.420 2.089 1.485  -0.154
C 0.633 1.981 -1.583  -0.153
C 0.815 3.061 -0.832  -0.132
C 0.776 2.893 0.661  -0.312
N -0.304 3.361 1.451  0.226
C -2.415 -0.828 3.001  0.050
C -2.343 -2.018 2.378  0.047
N 1.038 -1.571 -0.279  -0.026
C 4.655 -1.688 -1.392  -0.220
C 5.160 -1.069 -2.531  -0.028
C 6.348 -1.510 -3.095  -0.064
C 7.040 -2.567 -2.520  -0.073
C 6.542 -3.185 -1.382  -0.066
C 5.352 -2.747 -0.818  -0.035
H 3.972 7.519 3.258  0.110
H 1.929 6.494 4.197  0.111
H 1.060 4.388 3.269  0.109
H 4.293 4.309 0.451  0.120
H 5.152 6.428 1.381  0.110
H 4.941 2.299 1.812  0.126
H 5.619 0.102 0.419  0.125
H 2.903 -3.768 -1.978  0.127
H 0.505 -4.708 -1.247  0.123
H -0.156 -5.373 1.231  0.122
H -1.475 -7.452 1.084  0.108
H -3.758 -7.409 0.138  0.107
H -4.718 -5.275 -0.664  0.108
H -3.390 -3.196 -0.535  0.115
H -2.817 3.635 2.162  0.115
H -3.921 4.911 3.953  0.108
H -3.664 4.223 6.313  0.107
H -2.291 2.243 6.876  0.107
H -1.174 0.969 5.083  0.120
H 0.656 2.049 -2.666  0.038
H 1.036 4.080 -1.150  0.122
H -3.042 -0.552 3.834  0.123
H -2.895 -2.917 2.595  0.124
H 4.614 -0.247 -2.980  0.112
H 6.733 -1.029 -3.984  0.109
H 7.967 -2.910 -2.960  0.108
H 7.080 -4.008 -0.931  0.109
H 4.961 -3.226 0.072  0.125
Cl 1.545 -1.010 -4.032  0.576
C 0.733 -0.286 -5.430  -0.974
Cl -0.736 0.588 -4.976  0.568
H 0.458 -1.084 -6.109  0.028
H 1.416 0.413 -5.896  0.028
O -1.800 0.985 -0.669  -0.074
C -1.894 0.065 -1.544  -0.549
O -0.827 -0.605 -1.749  -0.137
C -3.143 -0.246 -2.230  -0.148
C -3.177 -1.316 -3.117  -0.027
C -4.356 -1.664 -3.775  0.038
C -5.461 -0.893 -3.503  -0.202
O -6.712 -1.034 -3.998  0.054
C -7.469 0.077 -3.502  -0.103
O -6.665 0.738 -2.525  0.046
C -5.425 0.178 -2.615  -0.195
C -4.284 0.531 -1.954  0.096
H -2.269 -1.876 -3.292  0.120
H -4.405 -2.492 -4.467  0.127
H -8.382 -0.289 -3.036  0.142
H -7.683 0.761 -4.326  0.142
H -4.247 1.356 -1.257  0.139

3.
C53H42Cl3IN13O4RbS | ωB97M-V with the def2-TZVPD basis set

F_max = 0.695 eV/A
frontier orbital gap = 0.1678 Eh
net charge = -2
total energy = -5158.33339 hartree
relative energy (zero: lowest compared OMol25 entry of this formula, charge and spin) = 13.4 kcal/mol
highest occupied orbital energy = -1.2 eV

Last column: Löwdin charge in e.
Geometry (Å):
Rb -0.296 0.491 0.167  0.748
C -5.212 1.022 1.698  -0.061
C -4.175 0.373 0.765  -0.527
O -3.413 1.172 0.151  -0.128
C -4.201 -1.014 0.712  -0.067
C -3.353 -1.916 -0.032  -0.398
C -3.243 -3.307 0.561  -0.084
N -2.714 -1.764 -1.143  0.041
N -3.092 -0.737 -1.984  0.054
C -2.130 -0.088 -2.568  -0.565
O -0.875 -0.086 -2.308  -0.304
C -2.610 0.748 -3.727  -0.152
C -1.686 1.174 -4.680  -0.026
C -2.099 1.866 -5.813  -0.102
C -3.440 2.183 -5.989  -0.125
C -4.361 1.807 -5.013  -0.101
C -3.953 1.094 -3.897  -0.036
H -5.342 0.453 2.620  0.057
H -6.185 1.079 1.201  0.063
H -4.885 2.034 1.946  0.060
H -4.834 -1.495 1.454  0.071
H -4.198 -3.827 0.426  0.067
H -3.035 -3.286 1.634  0.051
H -2.471 -3.870 0.037  0.056
H -0.645 0.920 -4.518  0.105
H -1.371 2.156 -6.564  0.094
H -3.765 2.725 -6.870  0.092
H -5.406 2.072 -5.129  0.094
H -4.654 0.769 -3.138  0.107
C 2.713 4.068 -3.481  -0.086
N 2.725 2.707 -2.986  -0.127
C 1.819 2.076 -2.222  -0.138
N 2.249 0.870 -1.915  0.095
C 3.444 0.807 -2.550  -0.218
N 3.782 1.893 -3.215  0.091
C 2.022 4.268 -4.809  -0.184
C 2.731 4.184 -6.001  -0.032
C 2.099 4.417 -7.215  -0.072
C 0.754 4.747 -7.252  -0.026
C 0.037 4.824 -6.062  -0.140
C 0.669 4.573 -4.848  0.044
C -1.387 5.156 -6.080  -0.320
N -2.139 5.539 -7.054  0.117
N -3.422 5.674 -6.524  0.114
C -3.333 5.357 -5.278  -0.306
O -2.065 5.046 -4.923  0.113
C -4.356 5.197 -4.248  -0.142
C -5.709 5.338 -4.523  -0.033
C -6.623 5.039 -3.523  -0.079
C -6.197 4.591 -2.280  -0.032
C -4.839 4.456 -1.998  -0.158
C -4.385 3.909 -0.662  -0.070
N -2.952 3.932 -0.494  -0.132
C -2.043 3.193 -1.131  -0.189
N -0.832 3.475 -0.684  0.060
C -1.080 4.397 0.285  -0.211
N -2.347 4.716 0.428  0.115
C -3.934 4.783 -2.991  0.040
H 3.758 4.365 -3.558  0.121
H 2.235 4.688 -2.722  0.131
H 0.890 2.529 -1.900  0.092
H 4.085 -0.059 -2.515  0.103
H 3.784 3.928 -5.974  0.113
H 2.660 4.343 -8.138  0.100
H 0.245 4.937 -8.187  0.112
H 0.100 4.619 -3.926  0.129
H -6.031 5.644 -5.510  0.110
H -7.684 5.132 -3.722  0.097
H -6.927 4.326 -1.523  0.115
H -4.693 2.867 -0.530  0.118
H -4.799 4.505 0.150  0.132
H -2.295 2.460 -1.882  0.127
H -0.308 4.823 0.905  0.104
H -2.877 4.679 -2.809  0.114
Cl 6.448 1.182 4.551  0.568
C 4.826 1.306 3.889  -0.703
C 4.346 0.317 3.045  -0.165
C 3.071 0.422 2.535  -0.560
Cl 2.487 -0.820 1.460  0.699
C 2.167 1.503 2.820  -0.550
O 0.998 1.582 2.363  -0.240
C 2.758 2.478 3.689  -0.590
Cl 1.779 3.862 4.108  0.633
C 4.032 2.394 4.212  -0.176
H 4.964 -0.531 2.782  0.094
H 4.401 3.172 4.865  0.091
S 0.325 -4.255 6.048  0.980
C -0.019 -3.323 4.565  -0.529
C -0.126 -1.944 4.639  -0.072
C -0.361 -1.240 3.462  -0.128
N -0.509 -1.831 2.283  0.059
C -0.396 -3.153 2.223  -0.154
C -0.142 -3.946 3.332  -0.067
C -1.025 -5.412 5.990  -0.536
C -0.788 -6.777 5.928  -0.094
C -1.873 -7.642 5.925  -0.161
N -3.140 -7.241 5.968  0.047
C -3.355 -5.926 6.013  -0.144
C -2.344 -4.979 6.035  -0.071
H -0.022 -1.425 5.582  0.103
H -0.408 -0.156 3.467  0.106
H -0.501 -3.590 1.237  0.096
H -0.050 -5.020 3.233  0.108
H 0.224 -7.157 5.883  0.099
H -1.713 -8.714 5.876  0.099
H -4.392 -5.612 6.037  0.104
H -2.575 -3.922 6.071  0.114
I 1.143 -2.781 -5.139  0.836
C 1.518 -3.226 -3.133  -0.703
C 2.299 -4.314 -2.788  -0.163
C 2.519 -4.554 -1.440  -0.082
C 1.954 -3.686 -0.517  -0.175
N 1.205 -2.643 -0.857  0.082
C 0.973 -2.410 -2.149  -0.183
H 2.723 -4.958 -3.548  0.086
H 3.122 -5.392 -1.114  0.093
H 2.121 -3.826 0.548  0.091
H 0.324 -1.561 -2.376  0.059

4.
C53H43N5OP2ReS3 | ωB97M-V with the def2-TZVPD basis set

F_max = 0.567 eV/A
frontier orbital gap (spin up / spin down) = 0.2287 / 0.2409 Eh
net charge = +2
2S+1 = 2
total energy = -4349.62550 hartree
relative energy (zero: lowest compared OMol25 entry of this formula, charge and spin) = 61.3 kcal/mol
highest occupied orbital energy (spin up / spin down) = -12.2 / -12.6 eV

Last column: Löwdin charge in e.
Geometry (Å):
Re 0.119 -0.245 -0.168  0.796
N 3.786 2.872 -0.486  0.158
C 3.035 1.788 -0.552  -0.631
S 1.440 1.868 -0.078  0.845
N 3.149 -0.664 -0.600  -0.080
N 1.860 -0.964 -1.094  -0.148
C 1.816 -1.920 -1.957  -0.005
C 0.541 -2.586 -2.064  -0.240
C 0.328 -3.665 -2.905  0.027
C -0.801 -4.443 -2.712  -0.006
C -1.622 -4.137 -1.642  0.001
C -1.348 -3.030 -0.854  -0.163
N -0.311 -2.215 -1.078  -0.055
H 3.409 3.739 -0.133  0.128
H 4.771 2.821 -0.706  0.124
H 2.722 -2.314 -2.400  0.161
H 1.054 -3.894 -3.673  0.133
H -1.009 -5.288 -3.354  0.128
H -2.480 -4.748 -1.401  0.128
H -1.980 -2.795 -0.015  0.074
C 3.653 2.328 4.826  0.004
C 2.342 1.777 5.422  -0.411
C 2.339 2.005 6.929  -0.034
C 1.159 2.454 4.734  -0.077
C 0.382 3.457 5.288  0.015
C -0.720 3.959 4.599  -0.034
C -1.086 3.422 3.381  -0.072
C -0.327 2.402 2.796  -0.261
P -1.077 1.482 1.395  0.919
C -1.692 2.888 0.387  -0.368
C -2.853 2.824 -0.390  -0.129
C -3.235 3.894 -1.186  -0.056
C -2.469 5.049 -1.221  -0.056
C -1.330 5.137 -0.437  -0.057
C -0.949 4.072 0.364  -0.135
C -2.452 0.756 2.336  -0.427
C -3.686 1.373 2.502  -0.080
C -4.647 0.781 3.309  -0.051
C -4.379 -0.416 3.955  -0.058
C -3.142 -1.028 3.801  -0.061
C -2.180 -0.443 2.993  -0.117
C 0.802 1.991 3.470  -0.204
O 1.564 1.000 2.889  -0.058
C 1.870 -0.007 3.770  -0.246
C 1.817 -1.290 3.253  -0.273
C 2.153 -2.348 4.094  -0.046
C 2.491 -2.085 5.413  -0.040
C 2.537 -0.780 5.895  0.021
C 2.240 0.297 5.068  -0.077
P 1.503 -1.397 1.472  1.024
C 3.138 -0.817 0.801  -0.309
C 4.224 -0.504 1.579  -0.056
C 5.498 -0.059 1.204  -0.028
C 5.954 0.302 -0.091  -0.077
C 5.191 0.562 -1.177  -0.042
C 3.689 0.564 -1.173  -0.268
C 1.554 -3.197 1.204  -0.373
C 0.448 -3.939 1.619  -0.120
C 0.429 -5.315 1.467  -0.061
C 1.511 -5.963 0.884  -0.058
C 2.613 -5.232 0.468  -0.057
C 2.640 -3.853 0.635  -0.079
H 3.735 3.396 5.032  0.098
H 3.692 2.181 3.745  0.083
H 4.510 1.823 5.275  0.098
H 2.446 3.065 7.157  0.090
H 3.188 1.501 7.391  0.089
H 1.422 1.639 7.393  0.107
H 0.615 3.848 6.268  0.118
H -1.317 4.746 5.040  0.117
H -1.985 3.777 2.893  0.115
H -3.489 1.956 -0.352  0.060
H -4.145 3.827 -1.767  0.115
H -2.772 5.885 -1.837  0.115
H -0.741 6.044 -0.434  0.113
H -0.070 4.172 0.985  0.086
H -3.903 2.313 2.013  0.105
H -5.608 1.261 3.435  0.116
H -5.133 -0.870 4.584  0.114
H -2.926 -1.954 4.317  0.110
H -1.209 -0.915 2.875  0.074
H 2.149 -3.366 3.729  0.110
H 2.737 -2.905 6.074  0.116
H 2.818 -0.610 6.925  0.119
H 4.094 -0.695 2.636  0.110
H 6.235 -0.026 1.995  0.113
H 7.028 0.393 -0.210  0.119
H 5.669 0.782 -2.122  0.118
H 3.370 0.563 -2.220  0.139
H -0.398 -3.436 2.078  0.109
H -0.426 -5.885 1.808  0.115
H 1.498 -7.038 0.767  0.114
H 3.464 -5.737 0.030  0.114
H 3.521 -3.296 0.337  0.106
S -2.374 -0.337 -0.393  0.754
C -1.929 0.156 -1.978  -1.015
N -0.660 0.464 -2.050  -0.155
C -0.297 0.884 -3.319  -0.288
C 0.953 1.350 -3.722  -0.023
C 1.117 1.745 -5.035  -0.060
C 0.055 1.690 -5.944  -0.062
C -1.196 1.259 -5.549  -0.065
C -1.361 0.856 -4.229  -0.440
S -2.822 0.319 -3.440  1.113
H 1.746 1.451 -2.998  0.067
H 2.077 2.118 -5.364  0.112
H 0.211 2.004 -6.966  0.116
H -2.023 1.240 -6.245  0.120